# 1
Density functional theory data (ωB97M-V/def2-TZVPD) for a structure of composition C41H50AsBaBrN5O3SSi in a non-equilibrium geometry.

The geometry in XYZ format:
```
104
Properties=species:S:1:pos:R:3:lowdin_charge:R:1
Ba 0.403 -0.261 1.105 1.60
O 4.592 -0.477 2.883 0.01
C 3.590 -0.341 2.173 -0.65
O 2.391 -0.202 2.509 -0.31
C 3.855 -0.352 0.643 -0.21
C 5.201 -0.477 0.201 0.01
C 5.460 -0.496 -1.135 0.00
C 4.390 -0.405 -2.061 -0.16
C 4.568 -0.443 -3.461 -0.04
C 3.487 -0.375 -4.296 -0.08
C 2.185 -0.264 -3.770 -0.07
C 1.982 -0.217 -2.417 -0.04
C 3.083 -0.282 -1.535 -0.22
N 2.856 -0.250 -0.191 0.05
H 5.968 -0.557 0.957 0.11
H 6.476 -0.591 -1.505 0.11
H 5.574 -0.532 -3.859 0.11
H 3.621 -0.406 -5.371 0.10
H 1.339 -0.198 -4.444 0.11
H 0.979 -0.100 -2.025 0.08
O 0.136 1.543 3.284 -0.18
C 0.157 2.952 3.176 -0.20
C 1.398 3.529 2.562 -0.25
C 1.686 4.882 2.763 -0.02
C 2.810 5.423 2.169 -0.07
C 3.627 4.593 1.408 -0.06
C 3.257 3.269 1.267 -0.12
N 2.163 2.744 1.817 0.12
H 1.027 1.204 3.477 0.05
H 0.003 3.414 4.159 0.13
H -0.668 3.217 2.517 0.08
H 1.029 5.487 3.378 0.11
H 3.051 6.471 2.302 0.10
H 4.524 4.964 0.928 0.10
H 3.865 2.589 0.674 0.11
S -0.693 -2.524 2.930 0.40
C 0.785 -3.332 2.464 -0.85
C 1.215 -4.466 3.178 -0.12
C 2.355 -5.131 2.785 -0.09
C 3.076 -4.664 1.685 -0.09
C 2.596 -3.534 1.048 -0.18
N 1.490 -2.891 1.414 -0.09
H 0.632 -4.796 4.027 0.09
H 2.689 -6.007 3.331 0.10
H 3.982 -5.144 1.341 0.09
H 3.124 -3.117 0.191 0.10
C -3.341 3.417 2.354 -0.18
Si -2.853 3.704 0.543 0.36
C -4.440 3.271 -0.438 -0.18
C -2.621 5.581 0.373 -0.19
N -1.436 2.818 0.156 -0.08
C -0.757 3.095 -0.985 -0.46
C -1.296 3.711 -2.153 -0.09
C -0.542 3.935 -3.289 -0.13
C 0.798 3.576 -3.365 -0.15
C 1.366 2.977 -2.246 -0.14
C 0.623 2.732 -1.110 -0.09
H -4.429 3.481 2.471 0.02
H -2.896 4.155 3.029 0.02
H -3.026 2.425 2.697 0.00
H -4.956 2.411 -0.009 0.00
H -4.237 3.051 -1.487 0.01
H -5.144 4.114 -0.399 0.02
H -3.332 6.093 1.033 0.02
H -2.797 5.942 -0.644 0.01
H -1.610 5.884 0.662 0.02
H -2.336 4.012 -2.175 0.07
H -1.022 4.408 -4.142 0.09
H 1.382 3.774 -4.256 0.08
H 2.418 2.707 -2.251 0.10
H 1.094 2.347 -0.207 0.04
Br -2.337 0.156 -1.806 0.81
C -3.300 -0.153 -0.188 -0.74
C -4.665 -0.396 -0.258 -0.13
C -5.334 -0.541 0.943 -0.07
C -4.626 -0.445 2.136 -0.05
C -3.258 -0.240 2.077 -0.17
N -2.604 -0.101 0.920 -0.03
H -5.166 -0.441 -1.214 0.11
H -6.403 -0.720 0.951 0.11
H -5.116 -0.548 3.093 0.11
H -2.647 -0.205 2.975 0.10
C -1.054 -6.119 -0.967 -0.17
C -0.409 -4.904 -0.327 -0.44
As -1.084 -3.142 -0.899 1.16
C -3.021 -3.503 -0.888 -0.45
C -3.588 -3.681 0.509 -0.18
C -0.829 -3.326 -2.850 -0.46
C 0.607 -3.676 -3.209 -0.18
H -0.532 -7.039 -0.691 0.07
H -1.054 -6.061 -2.061 0.05
H -2.094 -6.233 -0.651 0.06
H 0.669 -4.886 -0.493 0.05
H -0.541 -4.912 0.757 0.05
H -3.202 -4.381 -1.516 0.05
H -3.474 -2.652 -1.398 0.03
H -3.166 -4.560 1.002 0.06
H -4.675 -3.796 0.486 0.07
H -3.343 -2.832 1.147 0.03
H -1.112 -2.362 -3.278 0.03
H -1.529 -4.069 -3.240 0.06
H 1.319 -3.048 -2.668 0.05
H 0.807 -3.536 -4.274 0.07
H 0.838 -4.716 -2.961 0.06
```

Calculated values
Energy above the lowest of the compared OMol25 structures with the same formula, charge and spin (eV): 0.000
Net charge: -1
LUMO level (eV): 2.18

=====

# 2
Density functional theory data (ωB97M-V/def2-TZVPD) for an isolated molecule of CH3FO2 in a non-equilibrium geometry.

The geometry in XYZ format:
```
7
Properties=species:S:1:pos:R:3:nbo_charge:R:1
O 0.150 1.168 0.285 -0.68
C 0.562 -0.032 -0.241 0.69
O 0.009 -1.141 0.237 -0.69
F 1.934 0.017 0.041 -0.39
H -0.794 0.978 0.539 0.47
H 0.643 -0.199 -1.272 0.12
H -0.295 -1.110 1.124 0.48
```

Calculated values
SMILES: OC(O)F
Energy above the lowest of the compared OMol25 structures with the same formula, charge and spin (eV): 0.540
Net charge: 0
LUMO level (eV): 0.45

=====

# 3
Density functional theory data (ωB97M-V/def2-TZVPD) for a cluster of 11 separate species, C11H44N18O11 in total in a non-equilibrium geometry.

The geometry in XYZ format:
```
84
Properties=species:S:1:pos:R:3:lowdin_charge:R:1
N 11.351 16.098 9.433 0.20
C 11.194 16.408 10.702 -0.71
N 11.541 17.645 10.805 0.18
O 10.764 15.686 11.613 -0.02
H 11.587 16.938 8.924 0.11
H 10.858 15.298 9.062 0.13
H 11.986 18.145 10.048 0.13
H 11.466 18.005 11.746 0.13
N 15.016 10.397 14.022 0.18
C 14.330 11.023 13.083 -0.67
N 13.355 11.738 13.651 0.19
O 14.556 10.975 11.881 -0.01
H 15.790 9.775 13.838 0.12
H 14.738 10.578 14.976 0.11
H 12.841 12.406 13.095 0.07
H 13.610 12.104 14.557 0.11
N 12.473 11.519 6.918 0.18
C 12.134 12.524 6.174 -0.79
N 12.713 13.664 6.542 0.18
O 11.349 12.367 5.260 0.01
H 12.110 10.608 6.677 0.13
H 13.260 11.677 7.532 0.07
H 13.378 13.514 7.287 0.05
H 12.485 14.548 6.111 0.12
N 14.967 11.745 9.195 0.17
C 14.891 13.070 8.954 -0.80
N 14.361 13.638 9.984 0.20
O 15.251 13.672 7.999 0.05
H 15.674 11.218 8.702 0.12
H 14.647 11.482 10.117 0.04
H 14.124 13.102 10.807 0.08
H 14.461 14.636 10.097 0.12
N 8.685 7.886 11.873 0.19
C 9.551 7.866 10.927 -0.79
N 9.416 6.734 10.299 0.16
O 10.231 8.758 10.504 0.04
H 8.472 8.838 12.135 0.08
H 8.144 7.092 12.183 0.13
H 10.130 6.461 9.639 0.12
H 8.741 6.048 10.607 0.11
N 15.076 16.181 14.969 0.16
C 14.419 15.891 13.839 -0.76
N 13.129 15.799 13.997 0.16
O 14.892 15.609 12.740 0.01
H 14.510 16.388 15.780 0.10
H 16.074 16.275 14.849 0.12
H 12.651 16.206 14.789 0.11
H 12.641 15.453 13.183 0.09
N 13.278 8.647 10.889 0.19
C 13.909 7.583 10.551 -0.83
N 14.937 7.471 11.270 0.16
O 13.605 6.809 9.661 0.03
H 12.309 8.737 10.618 0.08
H 13.761 9.398 11.361 0.05
H 15.521 6.647 11.284 0.12
H 15.328 8.246 11.786 0.10
N 8.103 11.382 8.960 0.19
C 7.364 11.594 10.029 -0.81
N 7.333 12.861 10.315 0.17
O 6.805 10.772 10.667 0.07
H 8.063 10.450 8.571 0.13
H 8.651 12.119 8.540 0.11
H 6.788 13.055 11.143 0.11
H 7.370 13.500 9.533 0.11
N 6.023 16.322 10.931 0.13
C 7.265 16.392 10.560 -0.80
N 7.842 15.802 11.551 0.16
O 7.700 16.874 9.543 0.05
H 5.358 16.965 10.526 0.12
H 5.733 15.806 11.749 0.11
H 8.849 15.770 11.618 0.07
H 7.217 15.544 12.301 0.11
C 11.352 12.164 10.637 -0.12
O 11.644 13.101 11.685 -0.16
H 12.119 11.390 10.638 0.06
H 10.401 11.679 10.858 0.05
H 11.352 12.539 9.613 0.07
H 11.114 13.895 11.584 0.02
C 9.304 10.988 13.601 -0.17
O 8.065 10.437 13.272 -0.12
H 9.352 11.228 14.663 0.08
H 10.152 10.315 13.478 0.07
H 9.591 11.848 12.996 0.06
H 7.972 10.503 12.319 0.02
```

Calculated values
SMILES: NC(N)=O.NC(N)=O.NC(N)=O.NC(N)=O.NC(N)=O.NC(N)=O.NC(N)=O.NC(N)=O.NC(N)=O.CO.CO
Energy above the lowest of the compared OMol25 structures with the same formula, charge and spin (eV): 3.720
Net charge: 0
LUMO level (eV): 0.00

=====

# 4
Density functional theory data (ωB97M-V/def2-TZVPD) for a cluster of 2 separate species, C2H6NS in total.

The geometry in XYZ format:
```
10
Properties=species:S:1:pos:R:3:nbo_charge:R:1
S -1.272 -1.134 2.471 -1.08
H -1.879 -1.763 3.486 0.11
C 0.960 0.335 -1.873 -0.52
C 0.642 0.176 -0.594 0.03
N -0.506 0.718 0.020 -0.88
H 0.350 0.863 -2.589 0.19
H 1.695 -0.395 -2.184 0.18
H 1.190 -0.548 0.002 0.18
H -0.423 1.635 0.439 0.36
H -0.757 0.113 0.821 0.42
```

Calculated values
Energy above the lowest of the compared OMol25 structures with the same formula, charge and spin (eV): 0.714
Net charge: -1
LUMO level (eV): 4.07

=====

# 5
Density functional theory data (ωB97M-V/def2-TZVPD) for a structure of composition C36H46N8O3SV in a non-equilibrium geometry.

The geometry in XYZ format:
```
95
Properties=species:S:1:pos:R:3:mulliken_spin:R:1
V -19.733 -3.156 -2.299 2.67
C -22.539 3.363 -2.502 0.00
C -22.125 1.904 -2.670 0.01
C -21.731 1.497 -3.938 0.01
C -21.205 0.237 -4.238 0.01
C -20.921 -0.162 -5.619 0.00
N -19.784 -0.150 -6.285 0.00
C -18.552 0.660 -6.053 0.00
C -17.334 -0.130 -5.526 0.00
C -16.387 -0.937 -6.452 0.00
N -16.786 -2.321 -6.662 0.01
C -16.785 -3.347 -5.857 0.01
C -16.158 -3.406 -4.562 0.00
C -14.755 -3.440 -4.369 0.01
C -14.166 -3.574 -3.128 0.00
C -12.670 -3.373 -3.046 0.00
C -14.983 -3.788 -2.007 0.01
C -16.377 -3.898 -2.205 0.02
C -17.152 -4.166 -1.016 0.07
N -18.443 -4.030 -0.820 -0.05
C -18.880 -4.275 0.572 0.03
C -20.392 -4.377 0.561 0.06
C -21.050 -3.005 0.578 0.01
N -21.059 -2.390 -0.784 -0.03
C -21.647 -1.242 -0.799 0.06
C -21.626 -0.319 -1.886 0.01
C -22.159 0.953 -1.649 0.01
C -21.143 -0.741 -3.187 -0.01
O -20.824 -1.987 -3.401 0.01
C -17.036 -3.705 -3.484 -0.02
O -18.327 -3.665 -3.557 0.04
H -22.176 3.918 -3.354 0.00
H -22.156 3.775 -1.564 0.00
H -23.623 3.446 -2.447 0.00
H -21.945 2.235 -4.747 0.00
H -21.758 -0.668 -6.106 0.00
H -19.752 -0.716 -7.146 0.00
H -18.818 1.428 -5.314 0.00
H -18.313 1.159 -6.997 0.00
H -17.642 -0.751 -4.691 0.00
H -16.707 0.671 -5.109 0.00
H -15.416 -0.945 -5.971 0.00
H -16.206 -0.469 -7.403 0.00
H -17.201 -2.552 -7.574 0.00
H -17.364 -4.246 -6.161 0.00
H -14.113 -3.363 -5.234 0.00
H -12.367 -2.877 -3.968 0.00
H -12.142 -4.330 -3.001 0.00
H -12.389 -2.752 -2.185 0.00
H -14.536 -3.971 -1.029 0.00
H -16.499 -4.458 -0.174 -0.01
H -18.513 -3.417 1.170 -0.02
H -18.438 -5.217 0.965 -0.01
H -20.724 -4.960 1.446 0.00
H -20.695 -4.930 -0.360 0.00
H -20.538 -2.343 1.306 -0.01
H -22.143 -3.072 0.846 -0.01
H -22.189 -0.876 0.086 0.00
H -22.538 1.218 -0.661 0.00
N -23.110 -3.960 -3.579 0.00
C -22.343 -5.065 -3.358 0.04
N -21.094 -5.050 -2.937 -0.02
C -20.534 -6.346 -3.091 0.02
C -19.185 -6.730 -2.886 0.01
C -18.818 -8.042 -3.159 0.00
C -19.738 -8.991 -3.649 0.00
C -21.059 -8.619 -3.838 0.00
C -21.461 -7.305 -3.571 0.00
S -23.049 -6.631 -3.837 0.00
H -22.662 -3.044 -3.559 0.00
H -23.934 -4.051 -4.181 0.00
H -18.441 -6.050 -2.458 0.00
H -17.777 -8.350 -3.025 0.00
H -19.412 -10.021 -3.821 0.00
H -21.779 -9.326 -4.249 0.00
C -18.417 1.850 -2.201 0.00
N -17.304 1.170 -1.580 0.00
C -15.989 1.822 -1.621 0.00
C -17.481 -0.057 -0.970 0.00
O -18.209 -0.990 -1.426 0.04
N -16.794 -0.130 0.250 0.00
C -16.499 -1.411 0.813 0.00
C -16.557 1.055 1.059 0.00
H -18.048 2.830 -2.571 0.00
H -19.234 2.012 -1.471 0.00
H -18.823 1.274 -3.059 0.00
H -15.853 2.302 -2.596 0.00
H -15.226 1.053 -1.471 0.00
H -15.814 2.633 -0.867 0.00
H -15.859 -2.020 0.173 0.00
H -17.452 -1.934 1.005 0.00
H -15.999 -1.247 1.774 0.00
H -17.220 1.840 0.708 0.00
H -15.518 1.406 0.980 0.00
H -16.769 0.870 2.139 0.00
```

Calculated values
Energy above the lowest of the compared OMol25 structures with the same formula, charge and spin (eV): 0.035
Net charge: +2
2S+1: 4
⟨S²⟩: 3.76
LUMO level (spin up / spin down) (eV): -6.10 / -6.10

=====

# 6
Density functional theory data (ωB97M-V/def2-TZVPD) for a structure of composition C16H33N4O6V in a non-equilibrium geometry.

The geometry in XYZ format:
```
60
Properties=species:S:1:pos:R:3:nbo_charge:R:1
V -1.819 3.969 0.103 1.58
C -1.704 -0.167 -0.257 -0.74
C -1.696 1.324 -0.075 0.81
O -0.772 2.024 -0.391 -0.72
O -2.713 1.906 0.379 -0.79
H -1.283 -0.644 0.628 0.25
H -1.134 -0.589 -1.085 0.25
H -2.724 -0.529 -0.384 0.25
C 4.023 -0.871 -0.711 0.54
O 4.826 -0.331 -1.459 -0.61
N 2.624 -0.811 -0.726 -0.44
C 1.761 -1.416 0.299 -0.41
C 1.899 -0.065 -1.673 -0.42
H 4.362 -1.632 0.009 0.11
H 2.335 -1.544 1.216 0.22
H 1.340 -2.357 -0.058 0.21
H 0.894 -0.782 0.484 0.20
H 1.166 0.596 -1.210 0.19
H 2.560 0.613 -2.212 0.22
H 1.360 -0.836 -2.223 0.20
C 1.267 5.383 -0.060 0.58
O 0.086 4.966 -0.054 -0.81
N 2.259 4.950 -0.854 -0.35
C 2.112 3.832 -1.786 -0.44
C 3.606 5.370 -0.539 -0.43
H 1.530 6.253 0.561 0.17
H 2.622 2.956 -1.383 0.23
H 2.657 4.035 -2.708 0.23
H 1.096 3.466 -1.931 0.24
H 4.243 5.431 -1.421 0.23
H 3.613 6.411 -0.218 0.22
H 4.135 4.772 0.204 0.23
C 1.341 -0.607 4.417 0.54
O 1.258 0.163 3.477 -0.65
N 0.593 -1.732 4.517 -0.43
C 0.801 -2.697 5.588 -0.42
C -0.502 -2.070 3.583 -0.42
H 2.039 -0.465 5.257 0.12
H 1.389 -2.274 6.402 0.22
H 1.295 -3.610 5.259 0.20
H -0.058 -3.006 6.184 0.21
H -1.395 -2.139 4.205 0.21
H -0.728 -1.280 2.867 0.22
H -0.334 -2.950 2.962 0.21
C -0.755 -2.464 -3.569 -0.73
C -1.688 -3.308 -2.754 0.58
O -1.250 -3.832 -1.673 -0.57
C -2.973 -3.778 -3.396 -0.71
H -0.748 -2.853 -4.587 0.24
H 0.292 -2.400 -3.276 0.23
H -1.112 -1.464 -3.816 0.23
H -3.399 -2.911 -3.901 0.23
H -3.652 -4.180 -2.644 0.25
H -2.654 -4.485 -4.162 0.24
C -5.404 0.063 0.156 -0.74
C -5.273 -0.801 -1.014 0.29
N -5.147 -1.515 -1.952 -0.34
H -4.555 0.273 0.807 0.27
H -6.157 -0.390 0.801 0.26
H -5.757 1.031 -0.200 0.25
```

Calculated values
Energy above the lowest of the compared OMol25 structures with the same formula, charge and spin (eV): 4.262
Net charge: +1
2S+1: 4
⟨S²⟩: 3.76
LUMO level (spin up / spin down) (eV): -5.22 / -4.88

=====

# 7
Density functional theory data (ωB97M-V/def2-TZVPD) for a cluster of 2 separate species, C9H16N3 in total in a non-equilibrium geometry.

The geometry in XYZ format:
```
28
Properties=species:S:1:pos:R:3:nbo_charge:R:1
C -3.320 -1.529 -0.818 -0.34
C -2.724 -0.461 -1.409 0.07
C -2.711 -2.035 0.422 0.16
C -1.249 -0.105 0.359 0.59
C 2.158 -0.017 1.975 -0.79
C 1.923 -0.759 -0.294 -0.76
C 2.101 1.757 0.357 -0.76
C -0.871 1.120 -1.756 -0.40
C 2.010 0.355 0.597 0.56
N -1.808 -1.290 0.978 -0.48
N -1.621 0.123 -0.954 -0.37
N -0.305 0.537 0.900 -0.77
H -4.240 -1.935 -1.425 0.26
H -3.155 -0.064 -2.322 0.23
H -3.094 -2.836 0.917 0.21
H 1.712 0.670 2.726 0.28
H 1.930 -1.075 2.259 0.25
H 3.117 0.015 2.443 0.32
H 1.470 -1.662 0.106 0.29
H 3.009 -1.123 -0.485 0.31
H 1.828 -0.505 -1.401 0.26
H 2.951 1.972 -0.178 0.27
H 1.172 2.086 -0.111 0.30
H 2.045 2.454 1.201 0.26
H -0.567 2.000 -1.156 0.23
H -0.093 0.626 -2.327 0.22
H -1.571 1.487 -2.447 0.22
H -0.099 0.195 1.844 0.38
```

Calculated values
Energy above the lowest of the compared OMol25 structures with the same formula, charge and spin (eV): 4.921
Net charge: +1
LUMO level (eV): -4.86

=====

# 8
Density functional theory data (ωB97M-V/def2-TZVPD) for the ion C9H19N3O2S with charge +2 in a non-equilibrium geometry.

The geometry in XYZ format:
```
34
Properties=species:S:1:pos:R:3:nbo_charge:R:1
C -0.955 2.392 0.069 0.42
C 0.347 -1.371 -2.043 0.80
C -0.353 1.678 2.202 -0.14
C -0.737 0.099 0.793 0.24
C -1.962 -0.560 1.242 -0.70
C -0.228 4.056 1.737 -0.46
C 1.107 -2.063 -4.213 -0.30
C 0.450 -0.748 0.565 -0.49
C 0.313 -1.838 -0.548 -0.15
N -0.611 2.748 1.307 -0.42
N -0.973 1.126 -0.299 -0.58
N 1.397 -2.768 -0.251 -0.69
O -0.400 -0.546 -2.476 -0.58
O 1.057 -2.183 -2.748 -0.50
S 1.389 1.517 2.627 0.05
H -1.117 3.098 -0.710 0.25
H -1.105 1.684 3.102 0.26
H -2.734 -0.614 0.368 0.26
H -2.471 0.094 1.990 0.26
H -1.707 -1.556 1.696 0.23
H -0.715 4.945 1.440 0.26
H -0.340 4.122 2.865 0.25
H 0.831 4.396 1.486 0.24
H 0.807 -1.202 -4.731 0.24
H 0.541 -2.950 -4.683 0.23
H 2.087 -2.443 -4.471 0.23
H 1.272 -0.123 0.368 0.25
H 0.692 -1.347 1.435 0.24
H -0.711 -2.417 -0.401 0.27
H -1.011 0.659 -1.176 0.47
H 0.994 -3.239 0.633 0.46
H 2.326 -2.287 -0.053 0.47
H 1.473 -3.510 -0.947 0.47
H 1.046 1.151 3.824 0.16
```

Calculated values
Energy above the lowest of the compared OMol25 structures with the same formula, charge and spin (eV): 1.256
Net charge: +2
LUMO level (eV): -6.49